{
  "formula": "C26H28BF2O3",
  "method": "ωB97M-V with the def2-TZVPD basis set",
  "symbols": ["C", "C", "C", "C", "C", "B", "O", "C", "C", "C", "C", "C", "C", "O", "O", "H", "H", "H", "H", "H", "H", "H", "H", "H", "H", "H", "H", "H", "H", "H", "H", "H", "F", "C", "C", "C", "C", "C", "C", "C", "C", "C", "C", "C", "F", "C", "C", "C", "C", "H", "H", "H", "H", "H", "H", "H", "H", "H", "H", "H"],
  "coordinates": [[-6.2417, -0.9803, 0.8984], [-5.4095, 0.0630, 0.2310], [-5.5162, 0.7393, -0.9505], [-4.5723, 1.7980, -0.8718], [-4.4241, 1.9696, 0.5310], [-1.4400, 0.3448, -1.1831], [-0.9182, 1.5871, -1.2884], [0.3544, 0.8314, -1.2718], [0.4222, 0.3493, -2.7370], [1.3703, 1.8583, -0.8773], [0.0780, -0.3567, -0.2203], [0.4861, -1.7383, -0.7096], [0.5641, -0.0672, 1.1852], [-1.4000, -0.4617, -0.1096], [-4.4678, 0.6687, 1.0208], [-7.1097, -1.2374, 0.2490], [-5.6373, -1.9120, 1.0785], [-6.6849, -0.5648, 1.8489], [-6.2879, 0.5781, -1.7322], [-4.2748, 2.3901, -1.7172], [1.3906, -0.0920, -2.9058], [-0.3617, -0.3858, -3.0280], [0.2660, 1.2352, -3.3592], [2.0921, 1.4751, -0.1666], [1.8953, 2.0753, -1.8014], [0.9087, 2.7876, -0.5174], [0.5193, -2.3508, 0.2013], [-0.2626, -2.1210, -1.4301], [1.4880, -1.6886, -1.1423], [0.3490, 0.9565, 1.5198], [0.0995, -0.7836, 1.8820], [1.6475, -0.2195, 1.2062], [0.9642, 3.5403, 3.4064], [-0.1245, 2.7042, 3.2461], [-0.4040, 1.7388, 4.2025], [-1.5862, 0.9960, 4.0965], [-2.4707, 1.2859, 3.0376], [-2.2239, 2.2811, 2.1028], [-3.3630, 2.7687, 1.0705], [-2.7673, 3.7859, 0.1105], [-3.4898, 4.8956, -0.1677], [-2.9378, 6.1063, -0.7468], [-1.5511, 6.2076, -0.9774], [-1.0593, 7.4376, -1.3880], [0.2836, 7.5435, -1.6418], [-1.8728, 8.5390, -1.6415], [-3.2601, 8.3938, -1.4756], [-3.7936, 7.1975, -1.0265], [-1.0322, 3.0413, 2.2136], [0.2348, 1.6402, 5.0809], [-1.8299, 0.2345, 4.8242], [-3.3896, 0.7067, 2.9451], [-4.1427, 3.2698, 1.6425], [-1.7903, 3.5953, -0.3844], [-4.5713, 4.9486, 0.0764], [-0.8950, 5.3605, -0.8282], [-1.4396, 9.4720, -2.0004], [-3.9277, 9.2339, -1.6891], [-4.8647, 7.0694, -0.8303], [-0.8649, 3.9496, 1.6044]],
  "mulliken_charge": [-1.213, 0.300, -0.964, -0.243, -0.613, 0.612, -0.353, 1.298, -1.732, -1.506, 1.534, -1.578, -2.189, -0.202, -0.100, 0.355, 0.252, 0.289, 0.430, 0.650, 0.468, 0.305, 0.573, 0.324, 0.503, 0.219, 0.457, 0.309, 0.328, 0.283, 0.582, 0.513, -0.361, 0.215, -0.582, -0.911, -0.186, 0.228, 1.282, -0.319, -0.607, 0.926, -0.608, 0.310, -0.316, -0.653, -0.441, -0.835, -0.636, 0.477, 0.472, 0.489, 0.519, -0.046, 0.268, 0.593, 0.433, 0.371, 0.373, 0.656],
  "homo_lumo_gap_ha": 0.18153,
  "charge": 1,
  "spin_multiplicity": 1
}

---

{
  "formula": "C26H28BN4O8",
  "method": "ωB97M-V with the def2-TZVPD basis set",
  "symbols": ["C", "C", "C", "C", "C", "C", "O", "B", "C", "C", "C", "C", "C", "C", "C", "C", "C", "C", "C", "C", "C", "C", "O", "H", "H", "H", "H", "H", "H", "H", "H", "H", "H", "H", "H", "H", "H", "H", "H", "H", "H", "H", "H", "H", "H", "H", "H", "H", "H", "O", "N", "O", "C", "C", "C", "N", "O", "O", "C", "C", "N", "O", "O", "N", "C", "H", "H"],
  "coordinates": [[-1.1817, -2.7164, 4.2677], [0.0915, -2.4255, 3.4971], [1.3468, -2.9108, 4.2813], [0.0761, -2.8406, 1.9355], [0.7703, -4.1530, 1.5908], [-1.3084, -2.7784, 1.2783], [0.8561, -1.7706, 1.2882], [1.1521, -0.9266, 2.3629], [2.4178, -0.0221, 2.4275], [2.6549, 0.7738, 3.5751], [3.9288, 1.2702, 3.8943], [5.0326, 1.0070, 3.0580], [4.7930, 0.3300, 1.8414], [3.5086, -0.1457, 1.5234], [-0.8050, 1.8308, 0.1489], [0.5017, 2.4954, 0.5295], [-1.8700, 1.5913, 1.2576], [-3.0076, 0.7487, 1.0492], [-4.0728, 0.7451, 1.9655], [-3.9187, 1.3580, 3.2244], [-2.6472, 1.8564, 3.5711], [-1.6245, 1.9271, 2.6065], [0.1942, -0.9764, 3.3918], [-1.3746, -3.7915, 4.3962], [-1.1383, -2.2942, 5.2777], [-2.0408, -2.2629, 3.7604], [1.3104, -3.9742, 4.5541], [2.3033, -2.7431, 3.7505], [1.4228, -2.3914, 5.2520], [0.2856, -5.0105, 2.0690], [0.7067, -4.3329, 0.5110], [1.8287, -4.1608, 1.8881], [-1.9423, -3.6074, 1.6302], [-1.7952, -1.8077, 1.4808], [-1.1799, -2.8668, 0.1857], [1.8319, 0.9953, 4.2484], [4.0651, 1.9583, 4.7503], [6.0208, 1.4854, 3.2598], [5.6202, 0.2846, 1.1050], [3.3515, -0.6378, 0.5678], [-0.4109, 0.7600, -0.0396], [1.2923, 1.9667, -0.0211], [0.5963, 3.5739, 0.3552], [0.5923, 2.2180, 1.5767], [-2.9933, 0.0305, 0.2126], [-5.0044, 0.1960, 1.7237], [-4.7863, 1.4533, 3.8984], [-2.4575, 2.1945, 4.5968], [-0.6116, 2.1679, 2.9457], [-0.1492, 6.5120, -4.1121], [0.1716, 5.3140, -4.2282], [0.9055, 4.8953, -5.1553], [-0.3562, 4.3347, -3.2939], [0.0445, 2.9934, -3.4191], [-0.3233, 2.0221, -2.4868], [0.0127, 0.6456, -2.7034], [0.7610, 0.3258, -3.6548], [-0.5324, -0.2274, -1.9519], [-1.1300, 2.3536, -1.2906], [-1.7492, 3.6610, -1.4020], [-2.8509, 4.1242, -0.6985], [-3.6066, 3.6610, 0.1474], [-3.0343, 5.4536, -1.1748], [-2.1678, 5.7556, -2.1952], [-1.4399, 4.6075, -2.3764], [0.7631, 2.7049, -4.1863], [-1.9765, 1.6448, -1.0072]],
  "mulliken_charge": [-1.796, 1.308, -1.681, 1.685, -1.901, -1.627, -0.547, 1.219, 0.322, -0.362, -0.547, -0.333, -0.559, -0.520, 1.641, -1.191, 0.328, -0.216, -0.905, -0.550, -0.877, -0.291, -0.744, 0.309, 0.464, 0.362, 0.362, 0.253, 0.406, 0.349, 0.457, 0.329, 0.335, 0.072, 0.532, 0.352, 0.330, 0.306, 0.328, 0.483, -0.151, 0.368, 0.217, 0.074, 0.393, 0.374, 0.359, 0.374, 0.271, -0.630, 0.921, -0.665, -0.843, -0.281, -1.362, 1.036, -0.733, -0.629, 1.640, -0.570, 0.749, -0.791, -0.248, -0.592, 1.048, 0.576, 0.210],
  "homo_lumo_gap_ha": 0.24329,
  "charge": -1,
  "spin_multiplicity": 1
}

---

{
  "formula": "C26H28BrN3O3Ti",
  "method": "ωB97M-V with the def2-TZVPD basis set",
  "symbols": ["Ti", "O", "C", "N", "C", "O", "C", "C", "C", "C", "C", "N", "C", "C", "C", "C", "C", "N", "H", "H", "H", "H", "H", "H", "H", "H", "C", "C", "C", "C", "C", "C", "C", "Br", "C", "O", "C", "C", "C", "C", "C", "C", "H", "H", "H", "H", "H", "H", "H", "H", "H", "H", "H", "H", "H", "H", "H", "H", "H", "H", "H", "H"],
  "coordinates": [[0.0074, 0.2639, 0.6385], [-1.5140, -3.1038, -1.4153], [-0.9474, -2.2776, -0.7451], [-1.0882, -0.9039, -0.7405], [-2.0482, -0.3113, -1.5365], [-2.7974, -0.8133, -2.3361], [-2.0908, 1.1859, -1.3048], [-2.9853, 1.9872, -1.9852], [-2.9793, 3.3484, -1.7307], [-2.0818, 3.8614, -0.8051], [-1.2208, 2.9951, -0.1597], [-1.2303, 1.6832, -0.4118], [0.0925, -2.7162, 0.2667], [0.3934, -4.0512, 0.4464], [1.3505, -4.3922, 1.3873], [1.9738, -3.3885, 2.1151], [1.6151, -2.0749, 1.8829], [0.6918, -1.7531, 0.9725], [-3.6579, 1.5192, -2.6894], [-3.6693, 4.0047, -2.2441], [-2.0496, 4.9168, -0.5772], [-0.5116, 3.3362, 0.5836], [-0.1330, -4.7793, -0.1538], [1.6081, -5.4294, 1.5554], [2.7232, -3.6151, 2.8594], [2.0550, -1.2526, 2.4325], [3.9072, 4.1714, 4.9385], [2.5880, 3.4035, 4.8513], [1.4404, 4.3895, 5.1110], [2.5860, 2.3261, 5.9450], [2.3824, 2.7390, 3.4895], [1.2223, 1.9990, 3.2474], [1.0501, 1.4053, 2.0135], [-1.7778, -0.0269, 2.3979], [2.0142, 1.5381, 1.0199], [1.5955, 0.8478, -0.1147], [3.1940, 2.2594, 1.1896], [3.3188, 2.8408, 2.4582], [4.3112, 2.4628, 0.1658], [4.4822, 3.9643, -0.1054], [4.0369, 1.7705, -1.1720], [5.6230, 1.8985, 0.7300], [3.9992, 4.6232, 5.9278], [3.9560, 4.9751, 4.2009], [4.7673, 3.5147, 4.7925], [1.5642, 4.8650, 6.0868], [0.4720, 3.8885, 5.1010], [1.4243, 5.1711, 4.3486], [2.7188, 2.7846, 6.9277], [3.3991, 1.6147, 5.7862], [1.6484, 1.7697, 5.9568], [0.4609, 1.8862, 4.0122], [4.2188, 3.4124, 2.6417], [3.5618, 4.3880, -0.5122], [5.2816, 4.1241, -0.8323], [4.7364, 4.5164, 0.8003], [3.1283, 2.1438, -1.6428], [3.9313, 0.6925, -1.0565], [4.8758, 1.9628, -1.8450], [5.9108, 2.3882, 1.6612], [6.4320, 2.0422, 0.0103], [5.5275, 0.8287, 0.9264]],
  "mulliken_charge": [-1.097, -0.645, 0.252, -0.205, 0.251, -0.646, 0.410, -0.739, -0.245, -0.881, -0.220, 0.844, 0.409, -0.736, -0.245, -0.879, -0.220, 0.841, 0.528, 0.438, 0.424, 0.581, 0.530, 0.434, 0.424, 0.583, -2.117, 1.996, -1.643, -1.644, -0.267, -0.288, 0.253, -0.519, 1.362, -1.196, -1.079, 0.332, 1.923, -1.625, -1.920, -1.629, 0.445, 0.394, 0.395, 0.438, 0.350, 0.358, 0.436, 0.359, 0.350, 0.585, 0.400, 0.344, 0.462, 0.307, 0.309, 0.309, 0.520, 0.305, 0.460, 0.345],
  "homo_lumo_gap_ha": 0.27332,
  "spin_multiplicity": 1
}

---

{
  "formula": "C26H28Cl3N5O7V",
  "method": "ωB97M-V with the def2-TZVPD basis set",
  "symbols": ["V", "Cl", "C", "C", "C", "N", "C", "O", "C", "C", "C", "C", "C", "N", "C", "C", "C", "Cl", "N", "C", "O", "C", "C", "C", "C", "C", "N", "H", "H", "H", "H", "H", "H", "H", "H", "H", "H", "O", "Cl", "O", "O", "O", "C", "N", "C", "C", "C", "O", "H", "H", "H", "H", "H", "H", "H", "H", "H", "C", "C", "C", "C", "H", "H", "H", "H", "H", "H", "H", "H", "H"],
  "coordinates": [[0.3625, 0.4137, -0.5907], [5.1042, 5.1489, 0.2968], [3.5854, 4.2921, 0.3093], [3.4205, 3.2130, -0.5493], [2.2120, 2.5262, -0.5523], [1.8576, 1.4257, -1.2949], [2.5553, 0.9414, -2.3518], [3.6111, 1.3868, -2.8532], [1.8289, -0.2055, -2.9011], [2.2298, -0.8501, -4.0648], [1.4697, -1.8748, -4.5910], [0.2893, -2.2308, -3.8974], [-0.0510, -1.5701, -2.7477], [0.6892, -0.5609, -2.2068], [1.1491, 2.9505, 0.2988], [1.3380, 4.0293, 1.1510], [2.5618, 4.6871, 1.1562], [2.7846, 6.0277, 2.2460], [-0.0122, 2.2352, 0.0682], [-1.2089, 2.8432, 0.1061], [-1.4780, 3.9478, 0.5844], [-2.2464, 2.0889, -0.6526], [-3.5926, 2.4020, -0.4910], [-4.5476, 1.7227, -1.2171], [-4.1125, 0.7406, -2.1071], [-2.7553, 0.5102, -2.2190], [-1.8182, 1.1544, -1.5246], [4.2163, 2.9002, -1.2072], [3.1487, -0.5086, -4.5234], [1.7598, -2.3860, -5.5006], [-0.3446, -3.0292, -4.2645], [-0.9413, -1.8480, -2.1981], [0.5387, 4.3476, 1.7994], [-3.8523, 3.1703, 0.2248], [-5.6031, 1.9318, -1.0968], [-4.8191, 0.1822, -2.7073], [-2.3898, -0.2178, -2.9369], [-0.2330, -0.1487, 4.5635], [-1.1659, -0.3735, 3.4986], [-1.1142, -1.7699, 3.1159], [-2.5062, -0.0985, 3.9712], [-0.8670, 0.4714, 2.3797], [-3.1504, -3.7263, 1.3809], [-2.1547, -3.0830, 0.5474], [-0.8595, -3.7584, 0.4684], [-2.0880, -1.7179, 0.4879], [-3.3106, -0.9472, 0.9015], [-1.0880, -1.1950, 0.0177], [-3.1806, -4.7898, 1.1423], [-4.1365, -3.3099, 1.1853], [-2.9128, -3.6040, 2.4433], [-0.9945, -4.8216, 0.6612], [-0.1829, -3.3334, 1.2121], [-0.4278, -3.6196, -0.5224], [-3.5185, -1.1184, 1.9564], [-4.1738, -1.2227, 0.2942], [-3.0969, 0.1070, 0.7771], [2.5562, 0.5796, 2.2788], [2.1691, -0.8155, 1.7944], [3.3148, -1.7862, 2.1279], [1.8455, -0.8486, 0.2981], [2.8478, 0.5511, 3.3329], [1.7010, 1.2451, 2.1867], [3.3880, 0.9796, 1.6908], [1.2959, -1.1410, 2.3578], [4.2377, -1.4682, 1.6334], [3.0805, -2.8016, 1.7982], [3.4948, -1.8100, 3.2084], [1.4995, -1.8680, 0.0628], [2.7918, -0.6950, -0.2465]],
  "mulliken_charge": [0.025, -0.275, 0.183, -0.706, 0.526, 0.681, 0.184, -0.922, 0.117, -0.690, -0.592, -1.300, -0.471, 0.747, -1.021, -0.586, 0.165, -0.276, 0.749, -0.196, -0.812, 0.213, -0.606, -0.358, -0.868, -0.024, 0.025, 0.564, 0.473, 0.362, 0.420, 0.871, 0.526, 0.476, 0.378, 0.435, 0.448, -0.744, 1.765, -0.719, -0.807, -0.555, -1.119, 0.140, -0.980, 0.147, -1.648, 0.685, 0.388, 0.351, 0.287, 0.432, 0.252, 0.187, 0.653, 0.521, -0.192, -1.329, 1.951, -1.977, -0.708, 0.524, -0.025, 0.269, -0.680, 0.389, 0.368, 0.466, 0.337, 0.503],
  "homo_lumo_gap_ha": [0.14463, 0.14230],
  "charge": -2,
  "spin_multiplicity": 2
}

---

It is found that the ΔE to the lowest compared entry with this formula, charge and spin values, taken in the order of the records, are 417.67, 51.15, 0.00, 44.27 kJ/mol.
It is found that the DFT total energy values, taken in the order of the records, are -1457.42058, -1853.11300, -4821.19538, -4132.48935 a.u..
It is found that the F_max values, taken in the order of the records, are 0.16396, 0.10662, 0.00755, 0.04810 Eh/bohr.